Entry 1:
Density functional theory data (ωB97M-V with the def2-TZVPD basis set) for a cluster of 2 separate species, C3HNO3 in total.

Its energy is -10758.7301 eV. The HOMO energy comes out at -11.24 eV. The orbital gap is 0.425 Ha. The calculation puts the relative energy (zero: lowest compared OMol25 entry of this formula, charge and spin) at 3.7 kJ/mol.

Structure (ORCA input):
```
! RIJCOSX wB97M-V def2-TZVPD def2/J DEFGRID3
* xyz 0 1
C -0.094 -1.337 -0.057
C -0.312 0.554 -1.597
C 0.256 1.841 2.511
N -0.547 -0.255 -0.744
O -0.421 1.321 -2.437
O 1.025 1.265 1.914
O -0.869 -2.117 0.363
H 0.961 -1.272 0.048
*
```

Entry 2:
Density functional theory data (ωB97M-V with the def2-TZVPD basis set) for a structure of composition C9H24FO3Rb2.

Its energy is -19885.3049 eV. The HOMO energy comes out at -9.72 eV. The orbital gap is 0.216 Ha. The calculation puts the relative energy (zero: lowest compared OMol25 entry of this formula, charge and spin) at 416.0 kJ/mol.

Structure (ORCA input):
```
! RIJCOSX wB97M-V def2-TZVPD def2/J DEFGRID3
* xyz 1 1
Rb 7.114 1.116 0.143
Rb 2.357 5.369 -2.539
F 2.704 2.042 0.541
C -4.038 2.383 -0.380
C -3.215 2.129 -1.610
C -3.916 2.544 -2.923
O -1.999 2.849 -1.505
H -4.182 3.463 -0.424
H -3.529 2.064 0.529
H -4.988 1.860 -0.493
H -2.945 1.073 -1.648
H -4.729 1.851 -3.137
H -3.198 2.391 -3.729
H -4.307 3.561 -2.945
H -1.341 2.373 -0.994
C 3.601 -1.390 -3.787
C 2.566 -2.217 -3.029
C 2.390 -3.626 -3.544
O 2.921 -2.241 -1.654
H 3.666 -0.355 -3.452
H 3.382 -1.344 -4.854
H 4.549 -1.909 -3.647
H 1.686 -1.575 -3.017
H 1.687 -4.216 -2.956
H 3.347 -4.145 -3.482
H 2.059 -3.642 -4.582
H 2.674 -1.381 -1.305
C 0.550 -1.572 4.650
C -0.619 -0.596 4.752
C -1.292 -0.468 6.077
O -0.083 0.672 4.377
H 0.135 -2.579 4.618
H 1.305 -1.514 5.435
H 0.997 -1.604 3.657
H -1.359 -0.722 3.962
H -1.928 0.417 6.089
H -0.671 -0.345 6.964
H -1.876 -1.379 6.212
H 0.524 0.660 3.633
*
```

Entry 3:
Density functional theory data (ωB97M-V with the def2-TZVPD basis set) for an isolated molecule of C5H7NOS.

Its energy is -19669.5444 eV. The HOMO energy comes out at -8.55 eV. The orbital gap is 0.264 Ha. The structure (SMILES) is C/C=C\NC(=S)C=O. The calculation puts the relative energy (zero: lowest compared OMol25 entry of this formula, charge and spin) at 198.6 kJ/mol.

Structure (ORCA input):
```
! RIJCOSX wB97M-V def2-TZVPD def2/J DEFGRID3
* xyz 0 1
C 2.348 -1.014 0.058
C 1.651 0.286 -0.094
C 0.351 0.613 -0.143
N -0.689 -0.352 -0.024
C -2.064 -0.184 -0.102
S -3.107 -1.479 -0.013
C -2.515 1.209 -0.020
O -1.861 2.257 0.094
H 3.284 -1.076 -0.650
H 2.711 -1.049 1.124
H 1.765 -1.988 -0.046
H 2.354 1.102 -0.183
H -0.094 1.644 -0.037
H -0.495 -1.322 0.116
H -3.639 1.354 -0.080
*
```

Entry 4:
Density functional theory data (ωB97M-V with the def2-TZVPD basis set) for an isolated molecule of C3H5NS2.

Its energy is -26351.6974 eV. The HOMO energy comes out at -8.76 eV. The orbital gap is 0.311 Ha. The structure (SMILES) is N[C@@H]1CSC1=S. The calculation puts the relative energy (zero: lowest compared OMol25 entry of this formula, charge and spin) at 99.9 kJ/mol.

Structure (ORCA input):
```
! RIJCOSX wB97M-V def2-TZVPD def2/J DEFGRID3
* xyz 0 1
N -0.086 1.508 -0.387
C -0.008 0.249 0.382
C 1.217 -0.591 0.071
S 0.223 -2.150 -0.210
C -1.028 -0.903 0.061
S -2.670 -0.839 -0.051
H -0.286 1.194 -1.309
H -0.878 2.002 -0.050
H -0.156 0.458 1.466
H 1.763 -0.270 -0.824
H 1.909 -0.656 0.851
*
```

Entry 5:
Density functional theory data (ωB97M-V with the def2-TZVPD basis set) for a cluster of 8 separate species, C38H102N8O22P6 in total.

Its energy is -153752.7849 eV. Its expectation value of S² is 0.76. The HOMO energy (spin up / spin down) comes out at -9.76 / -9.76 eV. The orbital gap (spin up / spin down) is 0.270 / 0.103 Ha.

Structure (ORCA input):
```
! RIJCOSX wB97M-V def2-TZVPD def2/J DEFGRID3
* xyz 1 2
O -5.875 10.932 27.977
P -6.697 11.487 26.872
N -5.876 12.327 25.633
C -5.475 11.556 24.476
C -4.979 13.408 25.980
N -7.922 12.509 27.486
C -8.690 11.772 28.580
C -8.582 13.627 26.787
N -7.688 10.342 26.138
C -8.849 10.718 25.285
C -7.585 9.013 26.732
H -4.696 10.841 24.737
H -5.074 12.182 23.678
H -6.337 11.041 24.054
H -4.151 13.002 26.561
H -5.432 14.313 26.385
H -4.637 13.674 24.979
H -8.006 11.254 29.251
H -9.151 12.510 29.236
H -9.464 11.035 28.365
H -9.180 13.238 25.962
H -9.359 14.194 27.300
H -7.859 14.238 26.246
H -9.697 11.115 25.844
H -8.513 11.420 24.522
H -9.199 9.743 24.947
H -7.796 8.971 27.800
H -6.518 8.798 26.677
H -8.116 8.330 26.067
O -7.370 20.348 29.929
P -8.196 19.705 28.905
N -7.614 18.166 28.475
C -8.004 16.977 29.156
C -6.228 18.151 28.098
N -8.192 20.621 27.363
C -8.181 22.065 27.326
C -7.934 19.971 26.054
N -9.829 19.439 29.427
C -10.317 20.062 30.711
C -10.938 19.113 28.497
H -7.403 16.982 30.065
H -7.787 16.021 28.680
H -9.077 17.052 29.331
H -6.151 18.989 27.405
H -5.970 17.255 27.535
H -5.575 18.286 28.960
H -8.132 22.493 26.324
H -9.024 22.352 27.954
H -7.298 22.380 27.882
H -8.387 18.984 26.150
H -8.436 20.596 25.315
H -6.864 20.038 25.857
H -9.542 19.936 31.467
H -10.360 21.145 30.594
H -11.310 19.742 31.027
H -11.621 19.963 28.502
H -11.525 18.308 28.940
H -10.667 18.853 27.474
C -10.349 16.329 19.760
N -10.413 14.935 19.348
O -11.157 14.159 19.856
O -9.810 14.682 18.326
H -9.875 16.289 20.741
H -11.389 16.588 19.561
H -9.676 16.807 19.048
C -5.323 16.171 21.025
N -6.496 15.600 20.303
O -7.146 16.439 19.635
O -6.727 14.394 20.498
H -4.774 16.667 20.225
H -4.833 15.252 21.345
H -5.688 16.750 21.874
C -13.198 14.645 22.866
C -11.797 14.612 23.496
O -11.158 15.935 23.237
P -10.794 16.902 24.534
O -11.277 16.418 25.887
O -11.260 18.385 23.981
C -12.554 18.928 24.049
C -12.478 20.184 24.911
O -9.119 16.988 24.467
C -8.332 16.028 23.781
C -6.879 16.227 24.283
H -13.012 14.769 21.800
H -13.680 13.669 22.920
H -13.965 15.398 23.043
H -11.741 14.222 24.512
H -11.159 13.914 22.954
H -12.814 19.297 23.057
H -13.457 18.369 24.293
H -13.483 20.536 25.141
H -11.895 19.991 25.812
H -11.920 20.972 24.405
H -8.594 15.028 24.127
H -8.466 16.022 22.699
H -6.642 16.052 25.333
H -6.238 15.451 23.866
H -6.452 17.207 24.069
C -14.897 13.109 19.214
C -16.340 13.205 18.545
O -17.287 12.341 19.173
P -18.412 12.965 20.077
O -18.720 14.359 19.612
O -19.692 11.958 20.003
C -20.317 11.808 18.752
C -19.972 10.397 18.236
O -17.797 12.767 21.519
C -17.393 11.391 21.875
C -18.224 10.641 22.897
H -14.590 13.935 19.855
H -14.822 12.148 19.722
H -14.122 13.163 18.449
H -16.624 14.240 18.737
H -16.141 12.936 17.508
H -21.301 11.983 19.186
H -20.279 12.660 18.072
H -19.076 10.031 18.737
H -20.752 9.656 18.408
H -19.561 10.497 17.231
H -17.380 10.690 21.040
H -16.348 11.407 22.184
H -18.161 9.554 22.922
H -18.008 10.948 23.921
H -19.254 10.848 22.606
C -21.292 20.124 19.334
C -20.910 20.090 20.778
O -19.976 19.162 21.093
P -18.950 19.249 22.421
O -17.912 20.371 22.491
O -19.960 19.159 23.737
C -19.638 18.800 25.145
C -19.251 19.961 25.999
O -18.346 17.702 22.387
C -17.418 17.196 21.474
C -16.534 16.418 22.495
H -22.124 19.434 19.195
H -21.540 21.142 19.033
H -20.464 19.809 18.698
H -20.571 21.102 21.000
H -21.766 19.956 21.440
H -20.522 18.338 25.583
H -18.880 18.017 25.130
H -20.042 20.705 25.899
H -19.142 19.604 27.023
H -18.347 20.445 25.629
H -18.009 16.584 20.792
H -16.901 17.840 20.763
H -15.642 16.927 22.860
H -17.030 16.128 23.421
H -15.982 15.532 22.183
C -8.000 5.357 21.032
C -7.604 6.870 21.275
O -8.521 7.358 22.289
P -9.953 8.010 21.929
O -10.753 8.346 23.143
O -9.671 9.247 20.872
C -8.699 10.170 21.125
C -9.367 11.581 20.854
O -10.531 6.913 20.833
C -11.297 5.861 21.436
C -11.581 4.854 20.310
H -8.380 5.218 20.020
H -7.139 4.695 21.117
H -8.772 5.062 21.743
H -6.611 6.883 21.723
H -7.646 7.454 20.355
H -8.208 10.224 22.096
H -7.885 10.053 20.409
H -10.318 11.792 21.342
H -8.757 12.447 21.111
H -9.658 11.770 19.821
H -10.725 5.440 22.262
H -12.247 6.204 21.844
H -12.091 5.384 19.506
H -10.632 4.496 19.911
H -12.109 3.978 20.685
*
```

Entry 6:
Density functional theory data (ωB97M-V with the def2-TZVPD basis set) for a cluster of 7 separate species, C35H55BF18NO13 in total.

Its energy is -114888.5821 eV. The HOMO energy comes out at -4.87 eV. The orbital gap is 0.243 Ha.

Structure (ORCA input):
```
! RIJCOSX wB97M-V def2-TZVPD def2/J DEFGRID3
* xyz -1 1
C 3.893 -0.979 -2.156
C 3.792 0.453 -2.697
C 2.793 0.654 -3.840
C 3.222 -0.192 -5.070
B 2.602 2.275 -4.213
C 1.042 2.808 -4.130
C 0.288 2.516 -2.811
C -1.185 2.092 -2.954
C -1.522 0.590 -2.729
N -0.388 -0.221 -2.273
C -0.174 -1.456 -3.011
C -0.375 -0.457 -0.861
C 0.917 -0.117 -0.174
O -1.340 -0.869 -0.264
H 4.385 -1.009 -1.180
H 4.482 -1.619 -2.819
H 2.901 -1.432 -2.064
H 3.543 1.133 -1.879
H 4.783 0.769 -3.048
H 1.846 0.222 -3.486
H 3.495 0.449 -5.907
H 2.429 -0.867 -5.413
H 4.086 -0.835 -4.857
H 3.005 2.454 -5.373
H 3.316 2.977 -3.481
H 0.458 2.435 -4.985
H 1.066 3.900 -4.247
H 0.843 1.780 -2.228
H 0.300 3.440 -2.221
H -1.510 2.365 -3.961
H -1.817 2.670 -2.271
H -2.337 0.499 -2.006
H -1.899 0.147 -3.652
H -0.083 -1.217 -4.069
H 0.772 -1.908 -2.705
H -0.987 -2.183 -2.869
H 1.752 -0.144 -0.871
H 0.834 0.913 0.182
H 1.087 -0.776 0.676
C 3.550 2.198 4.403
C 4.476 1.877 3.251
O 3.889 2.260 1.990
C 3.998 3.537 1.656
O 4.527 4.405 2.290
C 3.367 3.763 0.260
F 2.171 3.166 0.182
F 4.166 3.253 -0.670
F 3.202 5.065 0.035
H 2.581 1.720 4.256
H 3.982 1.828 5.333
H 3.400 3.273 4.494
H 4.641 0.807 3.156
H 5.438 2.377 3.358
C -1.105 6.355 -2.453
C -2.462 6.087 -1.853
O -3.451 7.048 -2.324
C -3.990 6.811 -3.506
O -3.794 5.893 -4.242
C -5.023 7.920 -3.824
F -4.533 9.143 -3.567
F -6.119 7.756 -3.061
F -5.391 7.877 -5.098
H -0.785 7.379 -2.255
H -0.378 5.669 -2.018
H -1.109 6.193 -3.530
H -2.460 6.225 -0.774
H -2.815 5.082 -2.081
C 6.144 -6.680 -3.303
C 7.205 -5.943 -2.519
O 6.607 -4.992 -1.609
C 6.166 -5.474 -0.461
O 6.228 -6.603 -0.070
C 5.558 -4.323 0.378
F 4.764 -3.557 -0.364
F 6.547 -3.561 0.873
F 4.857 -4.811 1.399
H 5.502 -5.975 -3.830
H 6.620 -7.332 -4.036
H 5.529 -7.293 -2.645
H 7.831 -5.333 -3.167
H 7.837 -6.623 -1.950
C -2.855 -3.343 0.696
C -3.680 -4.089 1.714
O -2.995 -5.290 2.170
C -2.102 -5.125 3.126
O -1.804 -4.122 3.702
C -1.471 -6.494 3.483
F -1.133 -7.192 2.396
F -2.362 -7.231 4.181
F -0.392 -6.336 4.238
H -2.607 -3.995 -0.142
H -3.412 -2.488 0.315
H -1.932 -2.960 1.127
H -4.608 -4.466 1.290
H -3.913 -3.475 2.583
C -2.483 -9.798 6.249
C -3.824 -10.145 5.647
O -4.342 -11.389 6.191
C -4.943 -11.306 7.363
O -5.125 -10.332 8.030
C -5.458 -12.705 7.783
F -4.532 -13.651 7.594
F -6.537 -13.027 7.053
F -5.806 -12.708 9.066
H -1.776 -10.615 6.104
H -2.100 -8.909 5.753
H -2.570 -9.597 7.316
H -3.748 -10.335 4.580
H -4.559 -9.360 5.816
C -5.243 10.570 -0.525
C -4.282 9.468 -0.141
O -3.265 9.959 0.771
C -3.616 10.053 2.038
O -4.669 9.776 2.534
C -2.416 10.560 2.876
F -1.810 11.600 2.293
F -1.515 9.577 3.018
F -2.819 10.936 4.087
H -4.702 11.410 -0.960
H -5.948 10.191 -1.265
H -5.803 10.923 0.340
H -3.729 9.105 -1.001
H -4.796 8.629 0.328
*
```

Entry 7:
Density functional theory data (ωB97M-V with the def2-TZVPD basis set) for a structure of composition C28H45Cl2OPRu.

Its energy is -68729.1300 eV. Its expectation value of S² is 8.79. The HOMO energy (spin up / spin down) comes out at -2.59 / -4.05 eV. The orbital gap (spin up / spin down) is 0.197 / 0.239 Ha.

Structure (ORCA input):
```
! RIJCOSX wB97M-V def2-TZVPD def2/J DEFGRID3
* xyz -1 6
P -0.141 0.916 -0.830
C -1.797 0.261 -1.363
C -2.324 1.084 -2.518
C -3.745 0.654 -2.870
C -3.897 -0.862 -3.067
C -3.259 -1.688 -1.937
C -1.828 -1.259 -1.608
C 1.263 0.128 -1.744
C 1.181 0.511 -3.194
C 2.510 0.132 -3.833
C 2.905 -1.335 -3.596
C 2.805 -1.766 -2.120
C 1.474 -1.382 -1.481
C -0.067 2.740 -0.773
C -1.188 3.221 0.158
C -1.182 4.747 0.139
C 0.187 5.354 0.492
C 1.357 4.681 -0.244
C 1.294 3.156 -0.217
H -2.384 0.432 -0.431
H -1.680 0.948 -3.393
H -2.315 2.152 -2.282
H -4.081 1.173 -3.767
H -4.431 0.982 -2.084
H -4.958 -1.133 -3.184
H -3.401 -1.137 -4.008
H -3.876 -1.606 -1.035
H -3.278 -2.742 -2.207
H -1.461 -1.802 -0.720
H -1.177 -1.521 -2.457
H 2.131 0.620 -1.268
H 3.293 0.775 -3.418
H 0.996 1.583 -3.315
H 0.363 -0.023 -3.683
H 2.495 0.346 -4.900
H 3.920 -1.528 -3.977
H 2.225 -1.972 -4.178
H 2.972 -2.839 -2.036
H 3.615 -1.297 -1.547
H 1.486 -1.581 -0.395
H 0.658 -1.977 -1.912
H -0.201 3.176 -1.786
H -2.175 2.853 -0.149
H -1.006 2.806 1.167
H -1.441 5.058 -0.884
H -1.956 5.146 0.792
H 0.348 5.269 1.577
H 0.180 6.429 0.254
H 2.307 5.037 0.142
H 1.313 4.980 -1.302
H 2.123 2.747 -0.807
H 1.400 2.748 0.803
Ru 0.254 -0.319 2.774
Cl 2.408 0.237 1.958
Cl -1.912 0.452 2.866
C -0.430 -1.914 1.831
H -1.481 -2.062 1.481
C 0.341 -3.164 1.739
C 1.755 -3.129 1.825
C 2.486 -4.303 1.775
C 1.835 -5.546 1.663
C 0.427 -5.581 1.565
C -0.310 -4.416 1.587
H 2.231 -2.172 1.954
H 3.579 -4.260 1.850
H -0.086 -6.553 1.490
H -1.402 -4.412 1.538
H 2.410 -6.469 1.663
C 1.044 -0.798 5.920
C 0.241 0.301 5.277
C -1.118 0.629 5.824
O 0.768 1.116 4.349
H 0.887 -0.820 6.991
H 2.108 -0.605 5.726
H 0.841 -1.824 5.552
H -1.318 1.669 5.540
H -1.933 0.038 5.361
H -1.175 0.509 6.899
*
```

Entry 8:
Density functional theory data (ωB97M-V with the def2-TZVPD basis set) for an isolated molecule of C9H13NO3.

Its energy is -17169.6096 eV. The HOMO energy (spin up / spin down) comes out at -8.89 / -9.19 eV. The orbital gap (spin up / spin down) is 0.263 / 0.312 Ha. The calculation puts the relative energy (zero: lowest compared OMol25 entry of this formula, charge and spin) at 690.4 kJ/mol.

Structure (ORCA input):
```
! RIJCOSX wB97M-V def2-TZVPD def2/J DEFGRID3
* xyz 0 1
C -2.012 -0.436 1.106
C -0.673 -0.136 1.803
C 0.185 1.778 0.353
C -1.238 1.981 -0.079
C 0.291 0.319 0.727
C -1.641 -0.571 -0.280
C -0.108 -0.686 -0.407
C 0.507 -0.315 -1.718
C 0.199 -2.192 -0.063
N -2.459 -0.636 -1.390
O -3.161 -0.524 1.590
O -2.074 -1.478 -2.177
O -3.416 0.137 -1.354
H -1.011 0.606 2.589
H -0.518 -0.952 2.411
H 0.842 1.973 -0.497
H 0.571 2.372 1.227
H -2.064 1.993 0.538
H -1.464 2.227 -1.077
H 1.286 0.194 1.098
H 0.215 -1.024 -2.489
H 1.564 -0.620 -1.467
H 0.258 0.723 -1.950
H 1.272 -2.406 -0.362
H -0.544 -2.706 -0.663
H 0.131 -2.481 1.049
*
```

energy of number 2 (C9H24FO3Rb2)? -19885.3049 eV

energy of number 3 (C5H7NOS)? -19669.5444 eV